Computed, not measured: a cluster of 7 separate species, C30H80N6O9 in total in a non-equilibrium geometry, with the ωB97M-V functional and the def2-TZVPD basis.

Geometry as XYZ:
```
125
Properties=species:S:1:pos:R:3:forces:R:3
C 0.11185 2.74707 -10.40708 -0.881 -0.527 -0.040
O -0.04832 1.48044 -9.75782 -0.027 -0.177 0.236
C -1.38093 1.17106 -9.24941 1.387 0.889 0.112
C -1.62430 1.91610 -7.91211 0.573 -0.449 -0.405
C -0.85931 1.32372 -6.74147 0.988 0.530 -0.520
N -2.96096 1.96510 -7.47293 -2.611 0.549 -0.085
H -0.25629 3.57658 -9.80335 0.263 0.093 0.237
H -0.45951 2.78923 -11.33437 -0.289 -0.187 -0.213
H 1.14580 2.90393 -10.71440 0.064 -0.253 0.516
H -2.06814 1.37710 -10.07001 -0.527 0.265 0.269
H -1.43540 0.10907 -9.01000 0.323 -0.175 -0.356
H -1.35307 2.96485 -8.03320 0.438 0.016 -0.117
H 0.20287 1.24356 -6.97263 0.063 -0.048 0.004
H -1.21469 0.32702 -6.47993 -0.205 0.077 0.103
H -0.97488 2.04634 -5.93366 -0.011 -0.415 0.293
H -3.57622 2.35356 -8.17339 -0.107 0.197 -0.056
H -3.42367 1.12722 -7.15050 0.559 -0.385 0.023
C -4.13092 2.73770 10.69411 1.373 0.431 0.740
O -3.42529 1.98909 9.74224 0.138 -0.409 -0.695
C -4.28927 1.21688 8.90987 -0.724 0.827 0.001
C -4.96072 2.05723 7.79586 0.188 -0.597 0.511
C -6.13415 1.33148 7.12454 0.869 -0.440 0.179
N -3.91742 2.44036 6.83037 -0.911 0.315 -0.276
H -4.53957 3.66030 10.28191 -0.908 -0.336 -0.105
H -3.39585 3.12452 11.39990 0.364 -0.078 -0.004
H -4.73963 2.09105 11.32611 -0.802 0.204 -0.367
H -3.71914 0.41796 8.43577 0.186 0.090 0.072
H -5.03672 0.78109 9.57282 -0.298 -0.279 -0.133
H -5.45486 2.95052 8.17792 0.318 0.231 0.726
H -5.82651 0.33376 6.81147 -0.007 -0.033 -0.277
H -6.46444 1.90409 6.25786 -0.138 -0.108 0.038
H -6.94289 1.19682 7.84281 -0.116 0.194 -0.068
H -3.08772 2.79111 7.28717 0.160 -0.220 0.509
H -4.32744 3.28355 6.45486 0.311 0.205 -0.868
C 6.37630 1.27100 0.36627 0.281 -0.014 -1.136
O 6.89877 0.38901 1.30044 -0.541 -0.784 0.713
C 7.78497 0.95012 2.26064 -0.085 -0.155 -0.954
C 8.07941 -0.07317 3.36232 -0.560 1.071 -0.055
C 8.66884 0.60843 4.59783 0.035 -0.455 0.130
N 8.96408 -1.08884 2.87323 1.183 -0.813 -0.067
H 5.71889 2.04189 0.76833 -0.080 0.004 0.243
H 5.86720 0.69496 -0.40645 -0.490 -0.202 0.388
H 7.14914 1.74008 -0.24265 0.503 0.490 0.259
H 8.66404 1.19574 1.66480 0.743 -0.013 0.455
H 7.40943 1.91422 2.60354 -0.344 -0.063 0.529
H 7.16300 -0.54132 3.72169 -0.635 0.317 -0.290
H 9.62621 1.09459 4.41023 -0.025 -0.019 -0.068
H 8.80538 -0.17723 5.34094 0.338 0.000 0.125
H 7.97460 1.30477 5.06820 -0.068 0.161 -0.291
H 8.69297 -1.56426 2.02435 -0.453 0.462 -0.254
H 9.02812 -1.83851 3.54702 0.195 -0.003 0.262
C -5.59645 -9.20397 -1.08183 0.071 -0.454 -0.469
O -5.55461 -7.81166 -1.34898 0.639 -0.013 1.705
C -5.01904 -7.13164 -0.17999 -0.597 0.689 -0.661
C -6.00320 -7.00224 1.01161 0.140 0.425 0.010
C -7.19233 -6.07305 0.73924 0.071 -0.667 -0.211
N -5.34426 -6.49628 2.22686 0.654 -0.242 -0.400
H -4.67706 -9.62179 -0.67164 0.556 0.399 -0.014
H -5.73940 -9.71433 -2.03430 -0.338 0.052 0.074
H -6.34230 -9.51257 -0.34932 -0.496 0.228 -0.195
H -4.05807 -7.56050 0.10411 -0.074 -0.649 0.299
H -4.71782 -6.13176 -0.49240 -0.358 0.245 -0.291
H -6.36210 -8.00455 1.24542 -0.182 -0.007 0.072
H -6.88393 -5.03942 0.58237 0.218 -0.018 -0.204
H -7.86477 -6.05810 1.59697 0.017 -0.178 0.001
H -7.73157 -6.44027 -0.13396 -0.098 0.223 -0.048
H -5.04731 -5.54294 2.07499 -0.438 0.609 -0.098
H -4.43229 -6.92796 2.27225 0.219 -0.632 0.434
C 4.75686 -6.54154 0.23438 -0.169 -0.389 -0.634
O 5.90182 -6.48258 -0.60861 0.079 0.294 0.853
C 6.35531 -5.13686 -0.65933 1.781 -0.204 -0.900
C 7.78604 -5.07548 -1.29138 -1.070 0.272 0.383
N 8.77498 -5.84118 -0.55282 0.266 0.121 -0.197
C 10.10742 -5.69589 -1.11248 1.087 -1.190 0.743
C 11.16912 -6.44641 -0.26327 -0.844 -0.092 -0.550
O 10.94657 -7.87398 -0.23536 -0.425 1.284 0.093
C 12.01902 -8.57837 0.32766 0.854 0.103 -0.244
H 4.97930 -6.19475 1.24352 -0.055 0.222 0.001
H 4.36019 -7.55462 0.30090 0.486 -0.202 -0.101
H 3.95575 -5.98113 -0.24755 -0.174 0.472 0.314
H 6.48172 -4.64947 0.30741 -0.510 -0.309 0.424
H 5.66898 -4.57045 -1.28879 -0.088 0.324 0.033
H 8.13431 -4.04361 -1.24627 -0.238 0.268 0.122
H 7.68179 -5.26193 -2.36025 0.277 -0.629 -0.317
H 8.63190 -6.83651 -0.64733 -0.706 -0.184 0.277
H 10.52827 -4.69061 -1.13268 -0.644 0.374 -0.068
H 10.13288 -6.11976 -2.11636 0.221 0.143 -0.417
H 11.15846 -6.02428 0.74161 -0.086 -0.190 0.290
H 12.12480 -6.17081 -0.70915 0.372 -0.427 -0.106
H 11.71022 -9.50948 0.80282 -0.295 0.100 -0.188
H 12.58829 -7.99951 1.05495 -0.259 0.228 0.359
H 12.74604 -8.78448 -0.45788 0.138 -0.371 -0.159
C -6.02003 10.90431 -5.15353 -0.105 0.202 0.450
O -5.49779 9.86358 -4.34812 0.835 0.115 -0.590
C -6.41005 8.87080 -3.97191 0.008 -0.493 0.469
C -5.71872 7.77653 -3.15645 -1.212 -0.127 -0.783
N -5.19419 8.22573 -1.90334 -0.517 0.117 0.127
C -4.63700 7.10036 -1.15549 1.993 1.051 0.870
C -3.94527 7.61288 0.18106 -1.108 -1.055 -0.647
O -4.82796 7.62156 1.29968 0.142 0.186 -0.289
C -5.90783 8.51014 1.19380 -0.662 0.885 0.056
H -5.22097 11.53997 -5.53501 0.288 -0.403 0.051
H -6.62959 11.57226 -4.54496 -0.394 -0.016 0.076
H -6.60671 10.54469 -5.99887 -0.061 -0.213 -0.037
H -6.83425 8.32320 -4.81352 -0.171 0.319 -0.544
H -7.21612 9.33791 -3.40608 -0.247 -0.118 0.214
H -4.96396 7.29895 -3.78125 0.451 0.006 -0.305
H -6.44938 6.97965 -3.01783 -0.310 0.047 0.250
H -4.40640 8.74899 -2.25784 0.350 0.643 0.789
H -3.83181 6.76996 -1.81169 0.371 -0.973 0.236
H -5.30835 6.26761 -0.94585 -0.307 0.323 -0.116
H -3.48505 8.57489 -0.04440 -0.218 0.446 0.216
H -3.13904 6.95915 0.51380 -0.056 -0.209 -0.316
H -6.43016 8.62470 2.14363 0.378 -0.384 0.308
H -6.69305 8.25065 0.48375 0.229 -0.482 -0.348
H -5.59722 9.51762 0.91696 0.324 0.129 -0.137
C -0.32043 -0.27316 0.92608 -1.294 0.087 0.217
C -1.86661 -0.49247 0.94130 1.518 0.429 -2.012
O -2.26347 -0.81634 2.19339 -1.170 -0.467 2.353
H -0.11863 0.64097 1.48442 0.102 0.405 -0.471
H 0.03377 -0.25543 -0.10463 0.391 0.123 0.227
H 0.16535 -1.01387 1.56127 -0.069 -0.489 -0.511
H -2.19126 -1.27244 0.25257 0.336 -0.387 0.017
H -2.40800 0.37837 0.57168 0.191 0.427 -0.079
H -2.49659 -0.00603 2.65237 -0.012 -0.132 0.272
```
Forces are in eV/Å.

Calculated values
energy above the lowest of the compared OMol25 structures with the same formula, charge and spin: 228.66 kJ/mol
SMILES string: COC[C@H](C)N.COC[C@H](C)N.COC[C@H](C)N.COC[C@H](C)N.COCCNCCOC.COCCNCCOC.CCO
E_HOMO: -8.9 eV
Kohn-Sham gap: 9.543 eV
E_tot: -2196.43068 a.u.

Here are the Löwdin charges for atoms 1 to 6, given in e:
1. C -0.11
2. O -0.21
3. C -0.15
4. C -0.48
5. C -0.06
6. N 0.02